[1]
The following is a DFT calculation (wB97M-V/def2-TZVPD) of a molecular structure, C41H40BKN14O.

HOMO-LUMO gap = 5.9967 eV
DFT total energy = -3053.305769 Ha
charge = -2
ΔE to the lowest compared entry with this formula, charge and spin = 0.0 kJ/mol
highest occupied orbital energy = -2.1 eV

Cartesian coordinates (Å):
K1 -0.58 -1.45 -0.09
C1 -1.95 -2.54 4.51
C2 -1.30 -2.58 3.27
N1 -1.94 -2.52 2.12
C3 -3.29 -2.39 2.12
C4 -4.03 -2.31 3.32
C5 -3.31 -2.40 4.53
C6 -5.44 -2.12 3.30
C7 -6.05 -2.00 2.08
C8 -5.35 -2.10 0.87
C9 -3.96 -2.31 0.82
N2 -3.21 -2.36 -0.29
C10 -3.73 -2.60 -1.52
C11 -4.82 -3.44 -1.79
C12 -5.31 -3.66 -3.08
C13 -4.76 -3.04 -4.17
C14 -3.63 -2.21 -3.98
C15 -2.98 -1.55 -5.05
C16 -1.88 -0.79 -4.83
C17 -1.38 -0.71 -3.51
N3 -1.95 -1.29 -2.49
C18 -3.09 -2.02 -2.68
H1 -1.38 -2.60 5.43
H2 -0.22 -2.67 3.21
H3 -3.85 -2.34 5.47
H4 -5.99 -2.06 4.23
H5 -7.12 -1.83 2.04
H6 -5.89 -1.97 -0.06
H7 -5.29 -3.95 -0.95
H8 -6.16 -4.32 -3.22
H9 -5.15 -3.18 -5.17
H10 -3.39 -1.66 -6.05
H11 -1.37 -0.26 -5.63
H12 -0.47 -0.15 -3.29
C19 3.20 -1.60 -1.98
C20 2.80 -0.28 -1.41
C21 3.61 0.76 -0.93
C22 2.73 1.72 -0.48
C23 3.07 3.04 0.13
N4 1.48 1.26 -0.69
N5 1.52 0.02 -1.25
B1 0.07 1.82 -0.40
N6 -0.64 2.17 -1.73
N7 -1.99 2.19 -1.74
C24 -2.36 2.52 -2.97
C25 -3.81 2.56 -3.34
C26 -1.23 2.73 -3.78
C27 -0.15 2.50 -2.95
C28 1.30 2.59 -3.30
N8 0.13 3.05 0.55
N9 0.38 2.78 1.85
C29 0.41 3.94 2.48
C30 0.68 4.00 3.95
C31 0.16 4.99 1.58
C32 -0.01 4.38 0.36
C33 -0.31 5.02 -0.96
H13 3.60 -1.49 -3.00
H14 2.35 -2.28 -2.02
H15 3.98 -2.07 -1.37
H16 4.69 0.79 -0.89
H17 2.66 3.88 -0.44
H18 4.15 3.15 0.17
H19 2.67 3.12 1.15
H20 -0.57 0.97 0.17
H21 -4.41 2.36 -2.46
H22 -4.03 1.80 -4.09
H23 -4.09 3.53 -3.75
H24 -1.20 2.99 -4.83
H25 1.40 2.93 -4.33
H26 1.80 1.62 -3.20
H27 1.84 3.29 -2.66
H28 0.68 2.99 4.36
H29 -0.09 4.58 4.47
H30 1.65 4.45 4.16
H31 0.11 6.05 1.79
H32 -0.41 6.10 -0.81
H33 -1.24 4.64 -1.39
H34 0.48 4.85 -1.69
N10 6.38 -0.49 3.58
C34 5.26 0.25 3.42
O1 5.19 1.42 3.79
C35 4.09 -0.42 2.75
C36 4.12 -1.70 2.21
C37 2.98 -2.18 1.58
N11 1.84 -1.48 1.47
C38 1.82 -0.26 2.01
C39 2.91 0.31 2.65
H35 7.16 -0.01 3.99
H36 6.53 -1.45 3.29
H37 5.00 -2.33 2.25
H38 2.98 -3.17 1.13
H39 0.91 0.32 1.90
H40 2.86 1.31 3.04
N12 5.25 -6.42 0.77
C40 6.15 -5.90 1.28
N13 7.23 -5.41 1.85
C41 7.21 -4.22 2.37
N14 7.29 -3.16 2.86

[2]
The following is a DFT calculation (wB97M-V/def2-TZVPD) of a molecular structure, C25H19IrNO7PS in a non-equilibrium geometry.

HOMO-LUMO gap (spin up / spin down) = 5.8653 / 5.9208 eV
DFT total energy = -2388.735984 Ha
charge = +2
ΔE to the lowest compared entry with this formula, charge and spin = 145.5 kJ/mol
highest occupied orbital energy (spin up / spin down) = -14.5 / -14.5 eV

Cartesian coordinates (Å):
Ir1 -0.29 1.26 -1.87
O1 2.42 3.75 0.37
C1 1.48 3.03 -0.20
O2 1.64 2.46 -1.29
C2 0.24 2.89 0.53
C3 0.05 3.39 1.84
C4 -1.12 3.19 2.51
C5 -2.22 2.39 1.93
C6 -1.94 1.83 0.52
N1 -0.76 2.27 -0.17
C7 -3.05 1.82 -0.55
O3 -4.27 2.17 -0.24
O4 -2.76 1.40 -1.64
H1 3.22 3.83 -0.18
H2 0.85 3.97 2.26
H3 -1.28 3.61 3.49
H4 -3.15 2.95 2.04
H5 -4.42 2.59 0.62
O5 -1.08 1.28 -3.95
S1 -0.52 -0.06 -4.12
O6 -1.59 -0.98 -3.04
O7 0.71 -0.11 -3.26
C8 -1.19 -2.13 -2.49
C9 -1.49 -3.36 -3.09
C10 -1.13 -4.54 -2.47
C11 -0.48 -4.53 -1.24
C12 -0.14 -3.32 -0.65
C13 -0.47 -2.13 -1.28
P1 0.19 -0.60 -0.55
C14 -0.55 -0.31 1.10
C15 0.08 -0.63 2.25
C16 -0.46 -0.25 3.54
C17 -1.56 0.51 3.65
C18 -2.36 0.91 2.47
C19 -1.89 0.36 1.11
C20 1.97 -0.82 -0.45
C21 2.59 -1.59 -1.43
C22 3.97 -1.74 -1.43
C23 4.73 -1.11 -0.46
C24 4.12 -0.33 0.51
C25 2.75 -0.15 0.51
H6 -2.05 -3.37 -4.01
H7 -1.36 -5.48 -2.94
H8 -0.21 -5.46 -0.75
H9 0.40 -3.30 0.28
H10 1.00 -1.19 2.25
H11 0.07 -0.58 4.41
H12 -1.92 0.81 4.62
H13 -3.41 0.68 2.67
H14 -2.61 -0.31 0.63
H15 2.00 -2.07 -2.20
H16 4.45 -2.33 -2.20
H17 5.81 -1.21 -0.47
H18 4.72 0.15 1.27
H19 2.28 0.49 1.24

[3]
The following is a DFT calculation (wB97M-V/def2-TZVPD) of 8 unconnected molecules or ions with the total composition C47H47FN in a non-equilibrium geometry.

HOMO-LUMO gap = 5.1907 eV
DFT total energy = -1973.302534 Ha
charge = +1
highest occupied orbital energy = -10.6 eV

Cartesian coordinates (Å):
F1 -2.39 -3.46 -2.41
N1 -3.49 -2.68 -2.52
C1 -4.77 -3.36 -2.48
C2 -6.07 -2.54 -2.57
C3 -5.99 -0.97 -2.67
C4 -4.58 -0.33 -2.73
C5 -3.33 -1.26 -2.66
H1 -4.85 -4.49 -2.38
H2 -7.10 -3.04 -2.55
H3 -6.95 -0.36 -2.70
H4 -4.50 0.81 -2.82
H5 -2.29 -0.76 -2.71
C6 3.03 -3.42 -1.95
C7 1.88 -3.41 -1.18
C8 0.63 -3.27 -1.78
C9 0.54 -3.15 -3.17
C10 1.70 -3.17 -3.94
C11 2.94 -3.30 -3.34
H6 4.00 -3.52 -1.48
H7 1.95 -3.50 -0.10
H8 -0.27 -3.25 -1.18
H9 -0.43 -3.05 -3.64
H10 1.63 -3.08 -5.02
H11 3.84 -3.31 -3.94
C12 -5.47 3.51 -2.10
C13 -5.14 4.86 -2.05
C14 -5.04 5.51 -0.83
C15 -5.27 4.81 0.36
C16 -5.59 3.46 0.31
C17 -5.70 2.81 -0.91
H12 -5.55 3.00 -3.05
H13 -4.95 5.41 -2.97
H14 -4.79 6.57 -0.79
H15 -5.18 5.32 1.31
H16 -5.77 2.91 1.23
H17 -5.96 1.76 -0.95
C18 -1.27 0.20 0.79
C19 -0.19 0.53 1.60
C20 -0.09 1.81 2.13
C21 -1.07 2.75 1.87
C22 -2.16 2.42 1.06
C23 -2.25 1.14 0.52
H18 -1.35 -0.80 0.37
H19 0.58 -0.21 1.81
H20 0.76 2.06 2.76
H21 -0.99 3.75 2.29
H22 -2.92 3.16 0.86
H23 -3.10 0.89 -0.11
C24 4.28 0.20 6.56
C25 3.14 0.22 7.35
C26 1.89 0.37 6.76
C27 1.78 0.50 5.38
C28 2.93 0.48 4.58
C29 4.18 0.33 5.17
H24 5.26 0.08 7.02
H25 3.22 0.11 8.42
H26 1.00 0.39 7.37
H27 0.80 0.61 4.91
H28 2.84 0.57 3.51
H29 5.07 0.32 4.56
C30 7.53 0.81 2.63
C31 6.74 0.12 1.71
C32 7.33 -0.46 0.60
C33 8.71 -0.37 0.40
C34 9.49 0.32 1.32
C35 8.91 0.91 2.44
H30 7.08 1.27 3.50
H31 5.67 0.04 1.87
H32 6.72 -0.99 -0.12
H33 9.16 -0.83 -0.47
H34 10.56 0.39 1.17
H35 9.52 1.45 3.15
C36 -3.05 4.23 -6.62
C37 -3.40 4.05 -7.95
C38 -4.18 2.96 -8.33
C39 -4.62 2.05 -7.37
C40 -4.28 2.24 -6.03
C41 -3.49 3.33 -5.66
H36 -2.44 5.08 -6.33
H37 -3.06 4.75 -8.70
H38 -4.44 2.81 -9.37
H39 -5.23 1.21 -7.66
H40 -4.63 1.54 -5.28
H41 -3.22 3.47 -4.61
C42 2.03 -5.47 3.67
C43 3.11 -5.14 4.48
C44 3.21 -3.86 5.02
C45 2.23 -2.91 4.75
C46 1.14 -3.24 3.95
C47 1.04 -4.52 3.40
H42 1.95 -6.47 3.25
H43 3.87 -5.88 4.69
H44 4.06 -3.60 5.64
H45 2.31 -1.92 5.18
H46 0.37 -2.51 3.74
H47 0.20 -4.78 2.77

[4]
The following is a DFT calculation (wB97M-V/def2-TZVPD) of C3H3ClN2 in the gas phase in a non-equilibrium geometry.

HOMO-LUMO gap = 7.0295 eV
DFT total energy = -685.615165 Ha
charge = 0
ΔE to the lowest compared entry with this formula, charge and spin = 525.8 kJ/mol
highest occupied orbital energy = -8.3 eV

Cartesian coordinates (Å):
C1 -1.18 1.59 0.21
C2 -2.23 0.82 0.49
C3 0.21 -0.36 -0.18
N1 -0.26 0.84 -0.29
N2 -0.38 -1.37 0.33
Cl1 -3.14 -0.33 -0.17
H1 -0.91 2.61 0.49
H2 0.12 -2.21 0.38
H3 1.16 -0.25 -0.69

[5]
The following is a DFT calculation (wB97M-V/def2-TZVPD) of C3H5NO in the gas phase in a non-equilibrium geometry.

HOMO-LUMO gap = 10.8515 eV
DFT total energy = -247.197002 Ha
charge = 0
ΔE to the lowest compared entry with this formula, charge and spin = 289.4 kJ/mol
highest occupied orbital energy = -10.0 eV
SMILES = OCC1=NC1

Cartesian coordinates (Å):
C1 0.42 0.38 -0.19
C2 1.32 -0.83 0.00
C3 -1.02 0.79 -0.11
N1 1.64 0.71 -0.13
O1 -1.84 -0.30 -0.02
H1 1.41 -1.02 1.08
H2 1.77 -1.44 -0.76
H3 -1.44 1.34 -1.04
H4 -0.93 1.43 0.73
H5 -1.33 -1.05 0.45

[6]
The following is a DFT calculation (wB97M-V/def2-TZVPD) of a gas-phase ion, C5H12NS (charge +1) in a non-equilibrium geometry.

HOMO-LUMO gap (spin up / spin down) = 8.8899 / 6.0933 eV
DFT total energy = -650.242467 Ha
charge = +1
ΔE to the lowest compared entry with this formula, charge and spin = 452.3 kJ/mol
highest occupied orbital energy (spin up / spin down) = -13.6 / -12.8 eV

Cartesian coordinates (Å):
C1 1.22 0.54 1.71
C2 1.91 -0.01 0.47
C3 -0.25 0.00 2.03
C4 -0.78 1.12 -1.72
C5 -1.38 -1.08 -1.04
N1 -0.85 0.14 -0.62
S1 -1.27 0.80 0.83
H1 1.77 0.21 2.53
H2 1.19 1.62 1.61
H3 2.60 0.67 -0.05
H4 2.09 -1.00 0.25
H5 -0.30 -1.01 2.11
H6 -0.58 0.57 3.03
H7 -1.71 1.34 -2.27
H8 -0.55 2.08 -1.27
H9 -0.06 0.64 -2.33
H10 -1.51 -1.72 -0.18
H11 -2.37 -0.94 -1.45
H12 -1.03 -1.75 -1.85

[7]
The following is a DFT calculation (wB97M-V/def2-TZVPD) of 2 unconnected molecules or ions with the total composition C4H8O2 in a non-equilibrium geometry.

HOMO-LUMO gap = 9.0817 eV
DFT total energy = -307.615624 Ha
charge = 0
ΔE to the lowest compared entry with this formula, charge and spin = 254.2 kJ/mol
highest occupied orbital energy = -8.5 eV
SMILES = C=CC(=C)O.O

Cartesian coordinates (Å):
C1 0.04 0.22 1.90
C2 0.11 0.40 0.58
O1 -1.07 0.75 -0.09
C3 1.31 0.28 -0.23
C4 1.54 0.97 -1.36
H1 -0.88 0.10 2.45
H2 1.01 -0.04 2.32
H3 -1.49 -0.08 -0.38
H4 2.19 -0.15 0.23
H5 0.76 1.30 -2.03
H6 2.48 1.46 -1.58
H7 -0.79 -2.34 0.00
H8 -1.44 -2.38 -1.37
O2 -1.43 -1.88 -0.55

[8]
The following is a DFT calculation (wB97M-V/def2-TZVPD) of a molecular structure, C26H74N4Na2O18S in a non-equilibrium geometry.

HOMO-LUMO gap = 7.6837 eV
DFT total energy = -3331.111514 Ha
charge = 0
highest occupied orbital energy = -8.3 eV

Cartesian coordinates (Å):
Na1 14.02 11.90 13.81
Na2 12.01 14.39 12.06
S1 14.64 15.31 13.37
O1 14.35 16.54 14.10
O2 16.10 15.08 13.27
O3 14.02 14.18 14.04
O4 14.16 15.38 12.01
C1 11.66 17.44 12.25
C2 10.17 17.17 12.22
C3 9.24 18.27 11.56
O5 7.85 17.82 11.69
C4 6.86 18.90 11.71
N1 9.96 15.90 11.61
H1 11.87 18.43 12.65
H2 12.06 17.63 11.26
H3 12.24 16.71 12.82
H4 9.85 17.23 13.26
H5 9.61 18.56 10.57
H6 9.26 19.22 12.09
H7 7.11 19.40 12.64
H8 5.82 18.57 11.73
H9 6.93 19.63 10.90
H10 10.18 15.94 10.62
H11 8.95 15.90 11.54
C5 8.58 14.54 8.24
C6 7.43 15.55 8.44
C7 6.55 15.23 9.61
O6 7.32 15.07 10.81
C8 6.54 15.14 12.01
N2 8.11 16.83 8.68
H12 8.99 14.85 7.28
H13 8.11 13.57 8.15
H14 9.35 14.52 9.02
H15 6.93 15.59 7.47
H16 6.02 14.28 9.48
H17 5.77 15.97 9.73
H18 5.86 15.99 12.14
H19 7.20 15.13 12.88
H20 5.91 14.26 12.04
H21 9.05 16.63 8.37
H22 8.13 16.97 9.68
C9 8.68 12.40 12.47
C10 9.38 13.23 13.60
C11 8.60 12.98 14.90
O7 8.99 13.96 15.87
C12 8.08 14.31 16.83
N3 10.80 13.02 13.75
H23 9.26 12.52 11.55
H24 7.68 12.81 12.31
H25 8.55 11.34 12.69
H26 9.21 14.27 13.32
H27 8.78 11.99 15.31
H28 7.56 13.18 14.65
H29 7.86 13.52 17.55
H30 7.14 14.76 16.49
H31 8.66 15.09 17.32
H32 10.93 13.61 14.56
H33 10.82 12.04 14.00
C13 8.52 7.61 11.63
C14 9.83 7.92 10.95
C15 9.91 9.23 10.10
O8 8.93 9.08 9.15
C16 8.76 10.17 8.28
N4 10.88 7.79 11.98
H34 8.31 8.14 12.56
H35 8.40 6.54 11.83
H36 7.56 7.74 11.13
H37 9.96 7.19 10.15
H38 10.85 9.39 9.57
H39 9.87 10.09 10.77
H40 8.18 11.02 8.62
H41 8.31 9.72 7.40
H42 9.71 10.62 8.01
H43 11.75 7.85 11.47
H44 10.86 6.84 12.32
C17 12.33 12.22 9.89
C18 13.86 12.48 10.13
O9 14.06 12.89 11.44
O10 11.53 13.43 9.78
H45 11.85 11.55 10.59
H46 12.35 11.69 8.94
H47 14.20 13.28 9.47
H48 14.32 11.51 9.91
H49 14.24 13.83 11.48
H50 11.54 13.71 8.86
C19 16.41 15.90 9.57
C20 15.26 16.97 9.35
O11 13.95 16.52 9.73
O12 16.91 15.86 10.84
H51 17.30 16.20 9.02
H52 16.09 14.93 9.18
H53 15.22 17.25 8.30
H54 15.56 17.92 9.79
H55 14.15 16.12 10.58
H56 16.26 15.37 11.34
C21 12.64 9.33 15.55
C22 11.27 9.46 14.94
O13 11.24 10.23 13.79
O14 13.12 10.60 15.93
H57 13.40 8.93 14.87
H58 12.64 8.73 16.46
H59 10.64 9.85 15.74
H60 10.77 8.53 14.67
H61 11.12 9.52 13.16
H62 12.38 11.06 16.34
C23 12.39 15.30 16.81
C24 11.79 16.61 16.22
O15 12.72 17.55 15.76
O16 12.42 14.16 15.95
H63 11.90 14.97 17.72
H64 13.43 15.57 16.99
H65 11.34 17.14 17.06
H66 11.11 16.35 15.41
H67 13.26 17.11 15.10
H68 13.02 14.35 15.22
C25 12.63 14.95 6.86
C26 11.83 16.18 7.30
O17 11.45 16.30 8.65
O18 11.62 13.89 6.90
H69 13.30 14.75 7.71
H70 13.15 15.02 5.91
H71 10.91 16.36 6.76
H72 12.43 17.05 7.04
H73 12.24 16.52 9.15
H74 11.96 13.07 6.52

[9]
The following is a DFT calculation (wB97M-V/def2-TZVPD) of a molecular structure, C12H28InNO5 in a non-equilibrium geometry.

HOMO-LUMO gap = 5.9558 eV
DFT total energy = -1094.849399 Ha
charge = 0
highest occupied orbital energy = -6.7 eV

Cartesian coordinates (Å):
C1 -1.74 -4.19 2.62
C2 -2.19 -4.81 1.21
C3 -1.00 -5.30 0.27
O1 -1.07 -6.49 -0.14
O2 0.09 -4.51 -0.16
C4 1.26 -4.67 0.68
C5 2.56 -4.26 -0.22
In1 2.84 -2.02 0.14
C6 2.25 -0.98 -1.83
C7 0.67 -0.72 -1.74
O3 0.21 -0.28 -0.65
O4 -0.19 -1.01 -2.87
H1 -2.06 -4.91 3.46
H2 -2.31 -3.21 2.76
H3 -0.62 -3.99 2.72
H4 -2.81 -4.01 0.67
H5 -2.88 -5.69 1.41
H6 1.27 -3.93 1.57
H7 1.40 -5.71 1.12
H8 3.47 -4.88 0.09
H9 2.25 -4.43 -1.30
H10 1.62 -1.47 1.36
H11 4.53 -1.63 0.61
H12 2.46 -1.67 -2.73
H13 2.83 0.00 -1.96
H14 -0.14 -0.21 -3.44
C8 -0.15 2.81 0.69
N1 -0.58 3.58 -0.54
C9 -1.32 2.63 -1.47
C10 0.64 4.10 -1.26
C11 -1.55 4.72 -0.18
C12 -0.97 5.81 0.71
O5 -0.55 5.29 1.96
H15 0.31 1.88 0.37
H16 0.59 3.39 1.24
H17 -1.03 2.60 1.30
H18 -0.64 1.82 -1.74
H19 -1.63 3.18 -2.36
H20 -2.18 2.23 -0.93
H21 1.21 4.73 -0.57
H22 0.32 4.68 -2.12
H23 1.25 3.25 -1.57
H24 -2.40 4.24 0.32
H25 -1.89 5.15 -1.12
H26 -1.74 6.56 0.89
H27 -0.12 6.32 0.23
H28 -0.26 6.04 2.51